One molecule with the formula C4H5NOS in a non-equilibrium geometry. Source: OMol25; level of theory: ωB97M-V/def2-TZVPD.

Last column: natural (NBO) charge in e.
Element x y z (Å)
S 4.11 -0.32 0.11  0.166
O 0.42 0.77 0.07  -0.495
N 1.31 -1.23 -0.40  -0.473
C 0.31 -0.55 -0.11  0.518
C -1.06 -1.10 0.14  -0.680
C 2.61 -0.02 -0.15  -0.042
C 1.82 1.20 -0.01  -0.208
H -1.81 -0.98 -0.64  0.243
H -0.91 -2.16 0.39  0.252
H 2.17 1.94 0.70  0.241
H -1.41 -0.37 0.91  0.241
H 1.73 1.73 -1.00  0.236

HOMO energy = -8.95 eV
SMILES string = CC1=NC(=S)CO1
energy relative to the best compared isomer or geometry (same formula, charge and spin) = 2.347 eV

One molecule with the formula C4H5NOS in a non-equilibrium geometry. Source: OMol25; level of theory: ωB97M-V/def2-TZVPD.

Last column: natural (NBO) charge in e.
Element x y z (Å)
S -2.44 -0.24 0.08  0.814
O -1.69 1.32 -0.17  -0.668
N -1.41 -1.39 -0.10  -0.645
C -0.15 -1.61 -0.04  0.085
C 0.95 -0.61 -0.03  -0.530
C 0.69 0.88 0.06  -0.316
C -0.40 1.62 0.02  0.148
H 1.70 -0.64 -0.78  0.255
H 1.52 1.52 0.19  0.217
H 1.69 -0.76 0.74  0.251
H -0.41 2.64 0.07  0.184
H -0.04 -2.74 -0.03  0.204

HOMO energy = -8.41 eV
SMILES string = C1=COSN=CC1
energy relative to the best compared isomer or geometry (same formula, charge and spin) = 2.908 eV

A 2-piece molecular cluster, C4H5NOS overall in a non-equilibrium geometry. Source: OMol25; level of theory: ωB97M-V/def2-TZVPD.

Last column: natural (NBO) charge in e.
Element x y z (Å)
S -1.66 -1.65 0.14  -0.026
O 1.85 -1.31 -0.76  -0.495
N -1.39 1.94 -0.46  -0.318
C 1.06 -0.51 -0.33  0.599
C 1.31 0.40 0.77  -0.752
C -0.47 -0.55 -0.84  -0.514
C -1.10 0.79 -0.56  0.249
H -0.56 -0.80 -1.88  0.269
H 2.20 0.10 1.43  0.259
H 1.39 1.43 0.55  0.268
H -2.91 -0.38 0.60  0.205
H 0.29 0.53 1.34  0.254

HOMO energy = -9.96 eV
energy relative to the best compared isomer or geometry (same formula, charge and spin) = 3.323 eV

One molecule with the formula C4H5NOS in a non-equilibrium geometry. Source: OMol25; level of theory: ωB97M-V/def2-TZVPD.

Last column: natural (NBO) charge in e.
Element x y z (Å)
S -2.75 -1.19 -0.29  0.051
O -1.24 1.99 -0.38  -0.606
N 0.16 0.48 -0.05  -0.583
C -1.06 0.83 -0.03  0.579
C 2.37 -0.77 -0.08  -0.458
C 0.94 -0.74 -0.03  0.002
C -2.38 0.27 0.40  -0.268
H 2.81 0.31 -0.29  0.194
H -2.96 0.79 1.09  0.221
H 2.99 -1.68 -0.17  0.234
H 0.42 -1.61 0.29  0.209
H 0.69 1.31 -0.45  0.426

HOMO energy = -9.14 eV
SMILES string = C=CNC(=O)C=S
energy relative to the best compared isomer or geometry (same formula, charge and spin) = 3.032 eV

One molecule with the formula C4H5NOS2 in a non-equilibrium geometry. Source: OMol25; level of theory: ωB97M-V/def2-TZVPD.

Last column: natural (NBO) charge in e.
Element x y z (Å)
S -2.68 1.84 -0.15  0.163
S -3.44 -0.97 0.20  0.217
O 1.26 0.55 -0.12  -0.418
N 0.25 -0.41 -0.22  -0.074
C -0.92 -0.10 0.06  0.056
C -1.26 1.29 0.29  -0.370
C 2.59 -0.11 0.14  -0.261
C -2.03 -1.09 -0.32  -0.392
H 2.66 -0.43 1.34  0.197
H 3.15 0.72 -0.21  0.204
H -1.78 -1.89 -1.06  0.221
H 2.52 -1.19 -0.54  0.214
H -0.30 1.79 0.59  0.243

HOMO energy = -7.92 eV
SMILES string = CON=C(C=S)C=S
energy relative to the best compared isomer or geometry (same formula, charge and spin) = 5.667 eV

One molecule with the formula C4H5NS in a non-equilibrium geometry. Source: OMol25; level of theory: ωB97M-V/def2-TZVPD.

Last column: natural (NBO) charge in e.
Element x y z (Å)
S -1.93 0.11 -0.30  0.159
N 1.13 -0.72 -0.63  -0.366
C -0.66 -0.50 0.84  -0.390
C 0.81 0.70 -0.74  -0.258
C 0.31 -1.31 0.16  0.063
C -0.48 0.95 0.33  -0.332
H 0.33 0.76 -1.74  0.220
H 0.38 -2.31 0.05  0.201
H -0.62 1.84 0.91  0.242
H 1.59 1.45 -0.69  0.213
H -0.84 -0.97 1.81  0.248

HOMO energy = -8.75 eV
SMILES string = C1=NC[C@H]2S[C@@H]12
energy relative to the best compared isomer or geometry (same formula, charge and spin) = 1.851 eV

C4H5NS as an isolated structure in a non-equilibrium geometry. Source: OMol25; level of theory: ωB97M-V/def2-TZVPD.

Last column: natural (NBO) charge in e.
Element x y z (Å)
S -2.53 0.22 -0.09  0.082
N -0.17 -1.39 0.20  -0.417
C -0.91 -0.24 0.61  -0.110
C 0.37 1.12 0.00  -0.142
C 1.41 0.36 -0.26  -0.369
C 0.98 -1.05 -0.23  -0.023
H 0.04 2.18 0.13  0.225
H -0.93 0.03 1.58  0.195
H 2.36 0.69 -0.45  0.236
H 1.59 -1.95 -0.18  0.200
H -2.21 0.02 -1.31  0.122

HOMO energy (alpha / beta) = -5.73 / -9.52 eV
2S+1 = 3
energy relative to the best compared isomer or geometry (same formula, charge and spin) = 2.901 eV

One molecule with the formula C4H5NS3 in a non-equilibrium geometry. Source: OMol25; level of theory: ωB97M-V/def2-TZVPD.

Last column: natural (NBO) charge in e.
Element x y z (Å)
S 1.94 -1.16 -0.12  0.445
S -2.67 -1.91 0.02  0.126
S -2.78 1.02 -0.08  0.032
N 0.27 -1.40 -0.08  -0.527
C -0.41 -0.32 -0.05  0.164
C 1.83 0.65 0.18  -0.546
C -1.89 -0.36 -0.03  -0.330
C 0.36 0.99 -0.12  -0.480
H -0.02 1.74 0.60  0.252
H 2.12 0.83 1.24  0.223
H -1.52 -2.65 0.01  0.166
H 0.23 1.42 -1.09  0.239
H 2.53 1.16 -0.48  0.236

HOMO energy = -8.84 eV
energy relative to the best compared isomer or geometry (same formula, charge and spin) = 0.561 eV

One molecule with the formula C4H5NS3 in a non-equilibrium geometry. Source: OMol25; level of theory: ωB97M-V/def2-TZVPD.

Last column: natural (NBO) charge in e.
Element x y z (Å)
S -1.63 -1.55 -0.07  0.071
S 1.32 -0.48 1.98  0.004
S -1.43 1.48 0.72  0.057
N 3.28 0.23 -0.91  -0.303
C -0.19 0.83 -0.35  -0.358
C 0.92 -0.17 0.18  -0.272
C -0.37 -0.53 -0.60  -0.410
C 2.20 0.04 -0.48  0.248
H -2.09 1.85 -0.39  0.142
H -0.20 -0.93 -1.64  0.261
H 0.28 1.35 -1.09  0.246
H -2.20 -0.62 0.75  0.147
H 0.10 -1.52 1.90  0.167

HOMO energy = -9.32 eV
SMILES string = N#C[C@@]1(S)[C@H](S)[C@@H]1S
energy relative to the best compared isomer or geometry (same formula, charge and spin) = 3.221 eV

C4H5NaO5 as an isolated structure in a non-equilibrium geometry. Source: OMol25; level of theory: ωB97M-V/def2-TZVPD.

Last column: natural (NBO) charge in e.
Element x y z (Å)
Na 1.06 -3.67 0.15  0.979
O -1.23 0.32 2.61  -0.572
O -1.46 0.66 0.50  -0.410
O 1.38 0.02 -1.33  -0.470
O 1.64 -2.17 -1.53  -0.729
O 0.54 -1.39 0.24  -0.847
C -0.92 0.87 -0.97  -0.172
C 1.20 -1.27 -0.81  0.948
C 0.53 1.03 -1.10  0.121
C -0.71 0.64 1.49  0.736
H 0.97 2.01 -1.25  0.206
H -1.45 1.77 -1.28  0.245
H -1.31 -0.02 -1.47  0.243
H -0.59 0.34 3.34  0.528
H 0.36 0.86 1.42  0.193

HOMO energy (alpha / beta) = -12.02 / -13.69 eV
2S+1 = 2
energy relative to the best compared isomer or geometry (same formula, charge and spin) = 0.454 eV
charge = +1

An isolated ion of composition C4H5O2S2 and charge -1 in a non-equilibrium geometry. Source: OMol25; level of theory: ωB97M-V/def2-TZVPD.

Last column: natural (NBO) charge in e.
Element x y z (Å)
S 3.88 -1.13 -0.80  -0.664
S 3.05 0.22 0.36  1.875
O 3.53 1.57 0.13  -0.984
O 2.96 -0.19 1.76  -0.980
C -0.68 -1.00 0.89  -0.398
C 0.30 -0.91 0.00  -0.245
C 0.69 1.47 -0.80  -0.453
C 0.99 0.29 -0.31  -0.150
H -0.29 1.71 -1.22  0.175
H -1.13 -1.94 1.17  0.183
H -1.06 -0.12 1.39  0.186
H 1.43 2.25 -0.84  0.229
H 0.70 -1.81 -0.46  0.225

HOMO energy = -4.28 eV
SMILES string = C=CC(=C)S(=O)(=O)[S-]
energy relative to the best compared isomer or geometry (same formula, charge and spin) = 0.907 eV
charge = -1

An isolated ion of composition C4H5O3S and charge -1 in a non-equilibrium geometry. Source: OMol25; level of theory: ωB97M-V/def2-TZVPD.

Last column: natural (NBO) charge in e.
Element x y z (Å)
S -0.57 1.98 0.62  -0.179
O 0.37 -1.81 -0.55  -0.733
O 2.11 1.50 1.43  -0.783
O 2.37 -0.65 0.70  -0.725
C -1.68 -0.49 -0.94  -0.667
C 1.76 0.36 0.90  0.786
C -0.29 -0.56 -0.35  0.277
C 0.25 0.44 0.34  -0.376
H 1.14 -1.76 0.01  0.506
H 0.70 2.40 1.08  0.247
H -2.43 -0.16 -0.22  0.216
H -1.94 -1.50 -1.31  0.215
H -1.79 0.24 -1.72  0.215

HOMO energy = -3.81 eV
SMILES string = C/C(O)=C(\S)C(=O)[O-]
energy relative to the best compared isomer or geometry (same formula, charge and spin) = 0.000 eV
charge = -1

C4H5O3Sc as an isolated structure in a non-equilibrium geometry. Source: OMol25; level of theory: ωB97M-V/def2-TZVPD.

Last column: natural (NBO) charge in e.
Element x y z (Å)
Sc 3.48 3.33 -2.05  1.948
O 2.09 2.21 -1.11  -0.764
O 1.07 0.56 -2.16  -0.552
O 0.29 0.92 0.31  -0.502
C -1.71 -1.85 1.51  0.071
C 1.28 1.29 -1.11  1.158
C -0.65 -1.02 1.33  -0.367
C -0.72 0.09 0.44  0.422
H -1.61 0.26 -0.18  0.225
H -1.63 -2.72 2.17  0.273
H 0.29 -1.17 1.88  0.282
H 0.46 -0.18 -2.01  0.565
H -2.64 -1.71 0.97  0.241

HOMO energy (alpha / beta) = -21.96 / -22.25 eV
2S+1 = 2
energy relative to the best compared isomer or geometry (same formula, charge and spin) = 0.000 eV
charge = +3

C4H5O4 as an isolated structure in a non-equilibrium geometry. Source: OMol25; level of theory: ωB97M-V/def2-TZVPD.

Last column: natural (NBO) charge in e.
Element x y z (Å)
O 2.81 -1.06 0.64  -0.556
O 1.20 -1.80 -0.97  -0.494
O -2.35 1.19 -1.33  -0.774
O -2.19 2.06 0.82  -0.777
C -1.90 1.28 -0.15  0.800
C 1.71 -0.98 0.01  0.491
C 0.71 0.27 -0.04  -0.485
C -0.78 0.06 0.33  -0.573
H -1.09 -0.85 -0.33  0.212
H 1.20 1.19 0.38  0.220
H 0.62 0.41 -1.17  0.235
H -0.94 0.08 1.52  0.212
H 1.00 -1.86 0.28  0.490

HOMO energy = -4.33 eV
energy relative to the best compared isomer or geometry (same formula, charge and spin) = 4.977 eV
charge = -1

One molecule with the formula C4H5P in a non-equilibrium geometry. Source: OMol25; level of theory: ωB97M-V/def2-TZVPD.

Last column: natural (NBO) charge in e.
Element x y z (Å)
P -0.88 -2.07 -1.39  0.546
C 0.39 0.20 -0.44  -0.464
C 0.00 -0.73 -1.60  -0.702
C -0.46 -0.02 0.83  -0.277
C -1.13 -1.13 1.06  -0.250
H 0.23 1.26 -0.77  0.224
H -0.42 0.70 1.52  0.207
H 1.54 0.01 -0.27  0.239
H -1.97 -1.60 1.66  0.230
H 0.58 -0.40 -2.50  0.245

HOMO energy = -8.25 eV
energy relative to the best compared isomer or geometry (same formula, charge and spin) = 2.419 eV